[1]
ORCA calculation (ωB97M-V/def2-TZVPD) on C38H36CaClN2O7P2 as an isolated structure.

XYZ file:
```
87
C38H36CaClN2O7P2 (ωB97M-V/def2-TZVPD)
Ca 0.660 -2.161 -0.599
O 2.985 -3.075 -1.065
C 3.036 -4.493 -0.884
C 1.826 -5.184 -1.495
N 0.566 -4.682 -0.965
C -0.569 -4.918 -1.857
C -1.740 -3.934 -1.621
O -2.834 -4.246 -2.086
O -1.437 -2.861 -1.003
C 0.294 -5.177 0.390
C 1.087 -4.453 1.501
O 1.528 -5.129 2.426
O 1.190 -3.187 1.353
H 2.957 -2.878 -2.011
H 3.095 -4.652 0.190
H 3.947 -4.898 -1.336
H 1.931 -6.272 -1.349
H 1.831 -4.995 -2.572
H -0.947 -5.946 -1.796
H -0.242 -4.743 -2.885
H 0.474 -6.257 0.462
H -0.762 -4.993 0.601
Cl 2.854 3.052 -5.947
C 2.489 2.051 -4.560
C 2.626 2.591 -3.267
C 2.342 1.838 -2.165
C 1.884 0.482 -2.271
O 1.578 -0.175 -1.234
C 1.782 -0.045 -3.601
C 1.346 -1.385 -3.869
O 1.060 -2.264 -3.056
C 2.081 0.761 -4.720
H 2.961 3.616 -3.159
H 2.447 2.241 -1.165
H 1.282 -1.635 -4.946
H 1.976 0.342 -5.714
C -0.753 2.857 1.027
N -0.882 1.432 1.315
P -2.060 0.404 0.594
C -3.599 1.372 0.898
C -4.179 2.258 -0.007
C -5.322 2.971 0.333
C -5.901 2.803 1.583
C -5.342 1.912 2.489
C -4.205 1.198 2.143
C -1.918 0.612 -1.219
C -2.683 -0.293 -1.959
C -2.694 -0.241 -3.345
C -1.927 0.706 -4.010
C -1.137 1.588 -3.286
C -1.132 1.540 -1.898
P 0.071 0.636 2.503
C -0.089 1.772 3.940
C 0.951 1.926 4.856
C 0.774 2.667 6.015
C -0.447 3.271 6.279
C -1.492 3.122 5.378
C -1.316 2.374 4.223
C 1.809 0.957 2.022
C 2.387 2.223 1.893
C 3.692 2.358 1.449
C 4.441 1.226 1.138
C 3.889 -0.034 1.291
C 2.579 -0.168 1.736
H -1.618 3.206 0.462
H 0.148 3.067 0.446
H -0.703 3.437 1.952
H -3.737 2.387 -0.988
H -5.761 3.656 -0.381
H -6.794 3.357 1.846
H -5.799 1.765 3.459
H -3.779 0.486 2.842
H -3.231 -1.078 -1.453
H -3.277 -0.966 -3.899
H -1.922 0.741 -5.093
H -0.502 2.300 -3.801
H -0.483 2.210 -1.355
H 1.911 1.463 4.659
H 1.594 2.775 6.714
H -0.584 3.853 7.182
H -2.450 3.589 5.573
H -2.139 2.262 3.526
H 1.819 3.107 2.159
H 4.129 3.344 1.345
H 5.458 1.335 0.781
H 4.462 -0.921 1.053
H 2.156 -1.162 1.863
```

As for the HOMO energy: -5.7 eV. The value obtained for the orbital gap is 7.92 eV. As for the charge: -1. The energy above the lowest of the compared OMol25 structures with the same formula, charge and spin comes out at 0.00 kcal/mol. The lowest unoccupied orbital energy comes out at 0.083 hartree.

[2]
ORCA calculation (ωB97M-V/def2-TZVPD) on C38H36CrN5O5 as an isolated structure in a non-equilibrium geometry.

XYZ file:
```
85
C38H36CrN5O5 (ωB97M-V/def2-TZVPD)
Cr 1.519 0.339 0.543
O 2.115 0.059 -1.296
C 3.053 0.640 -1.973
C 3.024 0.615 -3.388
C 3.998 1.226 -4.134
C 5.084 1.868 -3.519
C 5.157 1.884 -2.151
C 4.149 1.303 -1.357
C 4.211 1.471 0.056
N 3.258 1.254 0.902
C 3.524 1.661 2.276
C 2.616 0.835 3.171
N 1.290 0.839 2.577
C 0.394 1.604 3.231
C -0.923 1.706 2.873
C -1.794 2.818 3.257
C -2.597 3.612 2.532
C -2.692 3.848 1.038
C -1.826 1.080 0.643
C -1.382 0.623 2.013
O -1.323 -0.551 2.310
H 2.187 0.107 -3.852
H 3.929 1.216 -5.215
H 5.845 2.351 -4.118
H 5.982 2.382 -1.653
H 5.149 1.877 0.442
H 3.260 2.719 2.377
H 4.580 1.540 2.541
H 2.611 1.247 4.184
H 2.987 -0.193 3.235
H 0.772 2.281 4.002
H -1.805 3.008 4.331
H -3.226 4.295 3.094
H -2.831 4.934 0.931
H -2.822 1.503 0.732
C -3.783 -5.315 1.601
O -3.112 -4.337 0.833
C -3.822 -3.682 -0.122
C -5.104 -4.006 -0.521
C -5.725 -3.275 -1.530
C -5.053 -2.243 -2.156
C -3.758 -1.919 -1.766
C -3.142 -2.610 -0.730
N -1.837 -2.360 -0.302
C -1.160 -1.169 -0.201
N -1.939 -0.050 -0.281
C -0.887 2.213 0.243
C 0.468 1.985 -0.043
C 1.186 3.079 -0.537
C 0.637 4.345 -0.645
C -0.639 4.576 -0.159
C -1.404 3.515 0.307
O -3.876 3.234 0.515
C -4.154 3.629 -0.811
N 0.153 -1.153 -0.102
C 0.883 -2.282 -0.545
C 0.525 -3.038 -1.669
C 1.249 -4.139 -2.090
C 2.383 -4.520 -1.396
C 2.821 -3.730 -0.346
C 2.111 -2.608 0.052
O 2.608 -1.743 1.011
C 4.020 -1.784 1.183
H -3.092 -5.598 2.390
H -4.031 -6.195 1.002
H -4.695 -4.912 2.048
H -5.627 -4.832 -0.058
H -6.735 -3.526 -1.825
H -5.523 -1.698 -2.963
H -3.215 -1.135 -2.278
H -1.400 -3.139 0.166
H -2.911 -0.305 -0.373
H 2.216 2.955 -0.848
H 1.216 5.160 -1.063
H -1.036 5.584 -0.117
H -4.309 4.713 -0.875
H -5.068 3.117 -1.107
H -3.343 3.353 -1.494
H -0.339 -2.740 -2.243
H 0.929 -4.688 -2.967
H 2.949 -5.396 -1.682
H 3.744 -3.994 0.148
H 4.285 -0.944 1.816
H 4.528 -1.689 0.220
H 4.332 -2.706 1.674
```

As for the HOMO energy (alpha / beta): -6.7 / -6.8 eV. The value obtained for the orbital gap (alpha / beta) is 6.74 / 7.02 eV. The expectation value of S² is 0.771. As for the charge: 0. The spin multiplicity is 2. The lowest unoccupied orbital energy (alpha / beta) comes out at 0.000 / 0.010 hartree.

[3]
ORCA calculation (ωB97M-V/def2-TZVPD) on C38H36I2N6O3TeTi as an isolated structure.

XYZ file:
```
87
C38H36I2N6O3TeTi (ωB97M-V/def2-TZVPD)
Ti -0.576 -0.344 -0.004
I 0.409 6.076 3.969
C 0.463 4.499 2.605
C 0.070 4.709 1.294
C 0.094 3.654 0.392
I -0.615 3.928 -1.546
C 0.521 2.375 0.773
O 0.555 1.358 -0.044
C 0.893 2.186 2.124
C 1.279 0.791 2.526
N 0.168 -0.172 2.374
C -0.911 0.010 3.335
C -1.906 1.005 2.804
C -2.720 1.758 3.638
C -3.613 2.646 3.070
C -3.656 2.760 1.689
C -2.814 1.965 0.935
N -1.960 1.094 1.478
C 0.867 3.235 3.021
H -0.271 5.684 0.973
H 2.081 0.441 1.873
H 1.642 0.798 3.561
H 0.537 -1.108 2.479
H -1.426 -0.947 3.458
H -0.547 0.326 4.320
H -2.631 1.651 4.711
H -4.255 3.254 3.695
H -4.319 3.460 1.199
H -2.796 2.024 -0.144
H 1.150 3.065 4.053
C 3.451 -2.335 0.768
C 1.961 -2.443 0.584
O 1.294 -1.417 0.419
N 1.405 -3.651 0.644
C -0.022 -3.912 0.371
C -1.037 -3.232 1.247
C -1.525 -3.872 2.362
C -2.667 -3.410 3.026
C -3.386 -2.374 2.377
C -2.854 -1.759 1.285
N -1.600 -2.046 0.770
H 3.807 -1.491 0.179
H 3.977 -3.248 0.492
H 3.656 -2.123 1.819
H 2.025 -4.443 0.673
H -0.129 -4.991 0.481
H -0.225 -3.655 -0.672
H -1.039 -4.786 2.688
H -3.054 -3.911 3.901
H -4.369 -2.075 2.719
H -3.398 -0.982 0.762
O -2.005 0.191 -1.167
C -2.648 0.012 -2.289
C -3.916 0.590 -2.478
C -4.609 0.407 -3.654
C -4.067 -0.360 -4.685
C -2.825 -0.932 -4.512
C -2.099 -0.758 -3.329
C -0.776 -1.337 -3.158
N -0.002 -1.326 -2.077
C 1.159 -1.982 -2.434
C 1.090 -2.397 -3.721
N -0.140 -1.984 -4.167
H -4.335 1.176 -1.670
H -5.585 0.860 -3.775
H -4.612 -0.509 -5.607
H -2.426 -1.532 -5.322
H 1.992 -2.074 -1.765
H 1.789 -2.919 -4.348
H -0.503 -2.109 -5.094
C 4.638 1.341 -3.131
Te 2.905 1.045 -1.894
C 3.260 3.038 -1.217
C 4.368 3.600 -2.068
C 4.738 4.939 -1.942
C 5.751 5.471 -2.720
C 6.410 4.665 -3.640
C 6.048 3.336 -3.770
C 5.028 2.792 -2.991
H 4.399 1.100 -4.166
H 5.450 0.690 -2.807
H 3.529 3.032 -0.162
H 2.343 3.612 -1.332
H 4.217 5.565 -1.226
H 6.025 6.513 -2.614
H 7.201 5.074 -4.255
H 6.559 2.705 -4.489
```

As for the HOMO energy (alpha / beta): -4.8 / -7.3 eV. The value obtained for the orbital gap (alpha / beta) is 4.91 / 7.42 eV. The expectation value of S² is 2.021. As for the charge: 0. The spin multiplicity is 3. The energy above the lowest of the compared OMol25 structures with the same formula, charge and spin comes out at 7.74 kcal/mol. The lowest unoccupied orbital energy (alpha / beta) comes out at 0.005 / 0.004 hartree.

[4]
ORCA calculation (ωB97M-V/def2-TZVPD) on C38H36O17S as an isolated structure in a non-equilibrium geometry.

XYZ file:
```
92
C38H36O17S (ωB97M-V/def2-TZVPD)
C 3.418 2.467 1.825
C 2.369 1.453 1.392
O 2.729 0.091 1.584
C 4.007 -0.259 1.110
C 4.207 0.033 -0.363
C 5.498 -0.543 -0.873
O 6.629 -0.032 -0.099
S 7.449 0.901 -1.107
O 8.839 0.946 -0.891
O 6.787 2.154 -1.046
O 7.181 0.050 -2.404
C 5.742 -0.359 -2.382
C 5.019 0.764 -3.121
C 5.778 -1.652 -3.192
O 4.538 -1.913 -3.806
O 4.746 -2.056 -5.197
H 4.253 2.519 1.138
H 3.774 2.235 2.823
H 2.947 3.445 1.848
H 2.041 1.671 0.377
H 1.503 1.614 2.020
H 4.814 0.152 1.712
H 4.078 -1.339 1.223
H 4.189 1.090 -0.598
H 3.415 -0.409 -0.966
H 5.528 -1.608 -0.662
H 5.584 1.680 -3.101
H 4.958 0.474 -4.163
H 4.012 0.946 -2.774
H 6.519 -1.493 -3.964
H 6.084 -2.481 -2.561
H 4.359 -1.256 -5.590
C 9.778 3.369 2.058
C 9.982 2.068 1.864
C 10.855 1.285 2.774
O 11.046 0.100 2.603
C 11.489 2.006 3.908
C 11.283 3.306 4.099
C 10.410 4.090 3.189
O 10.222 5.274 3.368
H 9.145 3.958 1.406
H 9.528 1.529 1.044
H 12.121 1.416 4.559
H 11.736 3.851 4.918
C -3.069 0.206 1.658
C -2.127 1.145 1.660
C -1.297 1.404 0.455
O -0.438 2.259 0.458
C -1.562 0.578 -0.749
C -2.500 -0.363 -0.743
C -3.324 -0.622 0.454
O -4.186 -1.479 0.450
H -3.686 -0.001 2.524
H -1.922 1.760 2.528
H -0.953 0.778 -1.613
H -2.708 -0.978 -1.610
C -8.070 -1.194 1.293
C -7.227 -0.721 0.379
C -7.717 0.053 -0.786
O -6.949 0.481 -1.626
C -9.179 0.283 -0.897
C -10.021 -0.191 0.017
C -9.531 -0.966 1.185
O -10.299 -1.397 2.019
H -7.734 -1.762 2.151
H -6.156 -0.875 0.435
H -9.514 0.850 -1.757
H -11.091 -0.036 -0.044
C -9.050 -5.250 5.068
C -8.100 -4.320 5.030
C -7.242 -4.149 3.833
O -6.374 -3.301 3.796
C -7.482 -5.051 2.680
C -8.433 -5.980 2.718
C -9.292 -6.153 3.916
O -10.159 -6.999 3.950
H -9.688 -5.393 5.931
H -7.909 -3.651 5.858
H -6.845 -4.906 1.816
H -8.624 -6.649 1.888
C -5.366 1.067 -4.445
C -4.353 1.120 -3.585
C -3.093 1.823 -3.926
O -2.165 1.880 -3.143
C -3.004 2.467 -5.260
C -4.016 2.412 -6.121
C -5.278 1.707 -5.781
O -6.200 1.660 -6.565
H -6.294 0.562 -4.212
H -4.409 0.664 -2.606
H -2.077 2.978 -5.486
H -3.971 2.874 -7.099
```

As for the HOMO energy: -9.9 eV. The value obtained for the orbital gap is 8.29 eV. As for the charge: 0. The lowest unoccupied orbital energy comes out at -0.060 hartree.

Number 1: E_tot -106850.455 eV. Number 2: E_tot -86096.940 eV. Number 3: E_tot -101687.675 eV. Number 4: E_tot -85622.483 eV.